Here is C25H29ClN3OP2Sn as an isolated structure at a distorted geometry from the Open Molecules 2025 dataset. Energies are from the ωB97M-V functional and the def2-TZVPD basis.

Properties
M   603.64 g mol⁻¹
Orbital gap (spin up / spin down)   0.148 / 0.148 Eh
Lowest unoccupied orbital energy (spin up / spin down)   -12.7 / -12.7 eV

```
! wB97M-V def2-TZVPD RIJCOSX def2/J DEFGRID3
* xyz 3 1
Sn 0.718 0.782 -0.389
Cl 2.449 0.664 -1.902
C 0.144 2.803 0.231
O -0.093 3.874 -0.142
P -1.219 -0.611 -1.674
C -2.792 -1.132 -0.926
C -1.633 0.610 -2.952
C -0.586 -2.043 -2.592
C -0.757 0.760 -4.038
C -0.955 1.838 -4.914
C -1.979 2.759 -4.662
C -2.830 2.603 -3.563
C -2.663 1.519 -2.695
H 0.116 0.110 -4.146
H -0.289 1.960 -5.759
H -2.119 3.599 -5.343
H -3.599 3.330 -3.358
H -3.264 1.433 -1.792
C -3.216 -0.551 0.294
C -4.471 -0.906 0.805
C -5.268 -1.844 0.135
C -4.825 -2.422 -1.059
C -3.588 -2.077 -1.585
H -2.569 0.159 0.819
H -4.828 -0.458 1.730
H -6.236 -2.129 0.544
H -5.449 -3.148 -1.582
H -3.223 -2.540 -2.506
C -1.197 -2.387 -3.805
C -0.699 -3.448 -4.543
C 0.398 -4.169 -4.086
C 0.997 -3.850 -2.863
C 0.510 -2.791 -2.086
H -2.040 -1.792 -4.169
H -1.174 -3.701 -5.499
H 0.790 -5.006 -4.680
H 1.865 -4.427 -2.502
H 0.991 -2.503 -1.141
H 0.011 -1.046 1.679
H 0.219 -1.404 1.093
C 3.069 2.619 4.896
N 1.909 1.714 4.880
C 2.376 0.349 5.165
N 3.393 -0.118 4.201
C 4.536 0.806 4.209
N 4.110 2.198 3.922
C 3.601 2.307 2.544
P 2.095 1.224 2.177
C 1.115 1.793 3.662
C 2.835 -0.362 2.881
H 3.501 2.601 5.912
H 2.743 3.632 4.629
H 1.530 -0.337 5.150
H 2.831 0.326 6.167
H 5.260 0.499 3.440
H 4.980 0.761 5.217
H 3.396 3.363 2.332
H 4.421 2.070 1.854
H 0.232 1.147 3.765
H 0.767 2.818 3.496
H 3.609 -0.701 2.177
H 2.048 -1.130 2.943
*
```